Entry 1:
The following is a quantum chemistry calculation of a cluster of 2 separate species, C24H24N in total in a non-equilibrium geometry, from the OMol25 dataset.

The calculation puts the energy above the lowest of the compared OMol25 structures with the same formula, charge and spin at 28.8 kcal/mol. The value obtained for the molar mass is 326.46 g mol⁻¹. Its strongest force on any atom is 1.8 eV/A. For the calculated total energy, the calculation gives -26759.7321 eV. As for the net charge: +1.

Element x y z (Å)
C (0.94, 1.15, 2.26)
C (2.20, 0.49, 2.22)
C (3.40, 1.22, 2.15)
C (4.61, 0.58, 2.12)
C (4.68, -0.80, 2.16)
C (3.52, -1.55, 2.23)
C (2.29, -0.92, 2.26)
C (-0.28, 0.52, 2.19)
C (-1.50, 1.16, 2.27)
C (-2.78, 0.51, 2.23)
C (-3.96, 1.27, 2.21)
C (-5.19, 0.65, 2.17)
C (-5.28, -0.73, 2.17)
C (-4.12, -1.50, 2.20)
C (-2.89, -0.89, 2.23)
H (0.94, 2.22, 2.36)
H (3.35, 2.30, 2.12)
H (5.52, 1.16, 2.06)
H (5.63, -1.30, 2.13)
H (3.56, -2.62, 2.27)
H (1.40, -1.51, 2.34)
H (-0.28, -0.54, 2.01)
H (-1.49, 2.23, 2.38)
H (-3.90, 2.34, 2.20)
H (-6.09, 1.24, 2.15)
H (-6.24, -1.21, 2.15)
H (-4.19, -2.57, 2.20)
H (-2.00, -1.49, 2.26)
C (3.87, 2.00, 6.00)
C (2.61, 1.98, 6.80)
C (2.16, 3.24, 7.44)
N (2.00, 0.86, 6.88)
C (0.80, 0.44, 7.52)
C (0.43, -0.88, 7.33)
C (-0.71, -1.40, 7.90)
C (-1.51, -0.59, 8.68)
C (-1.16, 0.73, 8.88)
C (-0.02, 1.24, 8.31)
H (4.35, 2.98, 6.03)
H (4.57, 1.26, 6.39)
H (3.65, 1.75, 4.96)
H (2.83, 4.06, 7.22)
H (1.17, 3.53, 7.08)
H (2.13, 3.14, 8.53)
H (1.06, -1.50, 6.72)
H (-0.98, -2.43, 7.74)
H (-2.40, -0.99, 9.14)
H (-1.78, 1.36, 9.50)
H (0.24, 2.27, 8.49)


Entry 2:
The following is a quantum chemistry calculation of a cluster of 10 separate species, C32H90N6O14 in total in a non-equilibrium geometry, from the OMol25 dataset.

The calculation puts the energy above the lowest of the compared OMol25 structures with the same formula, charge and spin at 62.6 kcal/mol. The value obtained for the molar mass is 783.10 g mol⁻¹. The SMILES is COC[C@H](C)N.COC[C@H](C)N.COC[C@H](C)N.COC[C@H](C)N.COC[C@H](C)N.COC[C@H](C)N.OCCO.OCCO.OCCO.OCCO. Its strongest force on any atom is 2.8 eV/A. For the calculated total energy, the calculation gives -72241.1236 eV.

Element x y z (Å)
C (13.55, -3.58, 20.55)
C (13.96, -2.97, 21.92)
O (13.29, -3.64, 22.97)
O (12.25, -3.21, 20.29)
H (13.58, -4.67, 20.52)
H (14.14, -3.26, 19.69)
H (13.71, -1.91, 21.98)
H (15.01, -3.24, 21.95)
H (12.56, -3.07, 23.23)
H (11.76, -3.31, 21.11)
C (6.17, -0.97, 22.15)
C (6.00, 0.04, 23.26)
O (4.88, 0.99, 23.08)
O (5.38, -2.10, 22.39)
H (7.22, -1.26, 22.10)
H (6.01, -0.51, 21.17)
H (6.91, 0.63, 23.36)
H (5.84, -0.38, 24.26)
H (4.62, 1.22, 23.98)
H (4.47, -1.80, 22.28)
C (6.48, 2.57, 20.09)
C (6.15, 3.55, 21.22)
O (4.80, 3.37, 21.61)
O (6.09, 3.10, 18.85)
H (6.10, 1.56, 20.28)
H (7.55, 2.56, 19.91)
H (6.38, 4.60, 21.02)
H (6.84, 3.26, 22.01)
H (4.70, 2.49, 21.98)
H (5.13, 3.19, 18.85)
C (11.49, 5.90, 19.63)
C (10.11, 5.19, 19.61)
O (10.20, 4.08, 18.79)
O (12.46, 4.96, 20.09)
H (11.40, 6.74, 20.32)
H (11.73, 6.29, 18.65)
H (9.21, 5.76, 19.38)
H (9.94, 4.79, 20.61)
H (11.13, 3.87, 18.83)
H (13.29, 5.44, 20.13)
C (12.42, -4.85, 16.55)
C (11.17, -5.32, 15.79)
C (10.26, -4.16, 15.30)
O (10.96, -3.20, 14.55)
C (10.41, -1.91, 14.25)
N (11.60, -6.12, 14.69)
H (13.17, -4.40, 15.91)
H (12.83, -5.70, 17.10)
H (12.12, -4.12, 17.30)
H (10.68, -5.90, 16.57)
H (9.81, -3.66, 16.16)
H (9.42, -4.66, 14.80)
H (10.03, -1.48, 15.18)
H (9.63, -2.08, 13.51)
H (11.19, -1.19, 14.03)
H (12.06, -5.48, 14.05)
H (10.73, -6.39, 14.26)
C (6.35, -2.69, 18.75)
C (7.88, -2.73, 18.82)
C (8.57, -4.13, 18.65)
O (8.19, -5.07, 19.69)
C (9.08, -6.24, 19.92)
N (8.24, -1.81, 17.76)
H (6.05, -3.13, 17.80)
H (5.98, -1.67, 18.84)
H (5.98, -3.30, 19.57)
H (8.12, -2.37, 19.82)
H (9.66, -4.05, 18.63)
H (8.27, -4.52, 17.68)
H (10.14, -6.01, 20.01)
H (9.01, -6.88, 19.04)
H (8.74, -6.74, 20.82)
H (9.20, -1.52, 17.88)
H (7.73, -0.96, 17.97)
C (11.63, -0.90, 25.40)
C (10.53, -1.87, 24.89)
C (9.15, -1.25, 24.96)
O (8.94, -0.72, 26.26)
C (8.48, -1.71, 27.24)
N (10.82, -2.40, 23.57)
H (11.48, -0.67, 26.46)
H (11.55, -0.04, 24.73)
H (12.62, -1.35, 25.38)
H (10.42, -2.76, 25.51)
H (8.40, -1.95, 24.60)
H (8.99, -0.40, 24.30)
H (9.12, -2.59, 27.16)
H (7.43, -1.98, 27.14)
H (8.81, -1.44, 28.24)
H (9.92, -2.74, 23.28)
H (11.00, -1.63, 22.93)
C (16.20, -0.16, 21.36)
C (15.32, 0.93, 20.63)
C (14.94, 0.57, 19.18)
O (16.07, 0.65, 18.40)
C (15.90, 0.23, 17.04)
N (14.13, 1.17, 21.47)
H (15.63, -1.06, 21.60)
H (16.57, 0.16, 22.33)
H (16.99, -0.47, 20.67)
H (15.87, 1.87, 20.56)
H (14.31, 1.41, 18.90)
H (14.55, -0.45, 19.24)
H (15.76, 1.16, 16.50)
H (14.96, -0.27, 16.80)
H (16.85, -0.24, 16.78)
H (13.51, 1.81, 20.99)
H (14.46, 1.73, 22.24)
C (10.17, 1.67, 21.35)
C (10.21, 0.36, 20.50)
C (10.80, 0.52, 19.12)
O (10.99, -0.72, 18.45)
C (11.88, -0.67, 17.40)
N (11.08, -0.59, 21.08)
H (9.46, 2.41, 20.98)
H (11.15, 2.15, 21.44)
H (9.89, 1.41, 22.37)
H (9.27, -0.18, 20.40)
H (11.70, 1.13, 19.15)
H (10.10, 1.07, 18.49)
H (11.84, -1.68, 16.99)
H (12.91, -0.63, 17.73)
H (11.78, 0.13, 16.67)
H (11.28, -1.30, 20.39)
H (11.97, -0.10, 21.12)
C (12.49, 4.43, 23.26)
C (12.21, 3.15, 24.07)
C (13.40, 2.58, 24.88)
O (14.61, 2.37, 24.09)
C (15.56, 1.53, 24.76)
N (11.14, 3.43, 25.01)
H (12.80, 5.30, 23.84)
H (11.65, 4.72, 22.63)
H (13.33, 4.17, 22.61)
H (11.72, 2.34, 23.52)
H (13.13, 1.68, 25.43)
H (13.68, 3.39, 25.55)
H (15.27, 0.48, 24.81)
H (15.56, 1.75, 25.83)
H (16.54, 1.46, 24.29)
H (10.57, 4.06, 24.46)
H (10.57, 2.60, 25.13)


Entry 3:
The following is a quantum chemistry calculation of a cluster of 8 separate species, H18NO7 in total in a non-equilibrium geometry, from the OMol25 dataset.

The calculation puts the energy above the lowest of the compared OMol25 structures with the same formula, charge and spin at 71.2 kcal/mol. The value obtained for the molar mass is 144.14 g mol⁻¹. Its strongest force on any atom is 6.4 eV/A. For the calculated total energy, the calculation gives -16108.2894 eV. As for the net charge: +1.

Element x y z (Å)
N (17.15, 20.02, 23.13)
H (17.23, 19.61, 24.03)
H (17.30, 19.29, 22.47)
H (17.80, 20.71, 23.04)
H (16.18, 20.36, 22.90)
O (17.16, 17.94, 20.19)
H (16.24, 18.03, 19.98)
H (17.42, 18.51, 19.46)
O (20.03, 19.20, 22.99)
H (20.37, 19.14, 23.91)
H (19.91, 18.25, 23.00)
O (19.32, 21.96, 24.33)
H (20.26, 22.03, 24.55)
H (18.96, 21.80, 25.23)
O (17.69, 21.25, 20.27)
H (18.38, 21.73, 19.91)
H (16.92, 21.27, 19.74)
O (14.06, 20.42, 23.94)
H (13.36, 20.98, 23.48)
H (13.45, 19.68, 24.34)
O (16.19, 21.40, 25.98)
H (16.12, 20.84, 26.67)
H (15.35, 21.31, 25.44)
O (16.35, 22.82, 22.27)
H (16.77, 23.71, 22.71)
H (16.85, 22.56, 21.57)


Entry 4:
The following is a quantum chemistry calculation of a cluster of 4 separate species, C3H14NO4 in total in a non-equilibrium geometry, from the OMol25 dataset.

The calculation puts the energy above the lowest of the compared OMol25 structures with the same formula, charge and spin at 12.2 kcal/mol. The value obtained for the molar mass is 128.15 g mol⁻¹. Its strongest force on any atom is 3.3 eV/A. As for the multiplicity: 2. For the calculated total energy, the calculation gives -13015.2406 eV.

Element x y z (Å)
C (-1.16, -0.91, -0.20)
N (0.25, -0.63, -0.48)
C (0.62, 0.78, -0.21)
O (0.54, 1.19, 1.04)
C (-1.43, -2.40, -0.19)
H (-1.71, -0.46, -1.04)
H (-1.47, -0.41, 0.73)
H (0.97, -1.12, 0.13)
H (1.69, 0.80, -0.64)
H (-0.01, 1.40, -0.89)
H (-1.06, -2.94, -1.05)
H (-0.88, -2.91, 0.59)
H (-2.44, -2.67, 0.15)
H (1.46, -0.80, -3.58)
H (0.34, -1.05, -2.57)
O (0.58, -1.17, -3.50)
H (1.45, 0.69, 2.16)
H (2.00, 1.62, 3.25)
O (2.03, 0.70, 2.98)
H (-1.18, 3.88, 0.81)
H (-0.13, 2.76, 1.12)
O (-0.44, 3.65, 1.38)


Entry 5:
The following is a quantum chemistry calculation of a structure of composition C25H36As2BrN2O8P2SiTa in a non-equilibrium geometry, from the OMol25 dataset.

The calculation puts the energy above the lowest of the compared OMol25 structures with the same formula, charge and spin at 193.9 kcal/mol. The value obtained for the molar mass is 993.30 g mol⁻¹. Its strongest force on any atom is 10.1 eV/A. For the calculated total energy, the calculation gives -265588.3384 eV. As for the net charge: +2.

Element x y z (Å)
Ta (0.77, 1.00, 0.97)
Br (-3.30, -1.77, -6.03)
C (-2.87, -1.74, -4.18)
C (-1.72, -1.08, -3.76)
C (-1.40, -1.04, -2.41)
C (-2.25, -1.64, -1.47)
C (-3.40, -2.30, -1.91)
C (-3.71, -2.36, -3.26)
N (-1.90, -1.52, -0.12)
C (-2.82, -1.28, 0.72)
C (-2.59, -1.12, 2.15)
C (-3.65, -1.30, 3.04)
C (-3.42, -1.20, 4.41)
C (-2.14, -0.87, 4.83)
C (-1.16, -0.69, 3.87)
N (-1.35, -0.82, 2.56)
H (-1.10, -0.58, -4.48)
H (-0.55, -0.48, -2.06)
H (-4.04, -2.80, -1.20)
H (-4.60, -2.86, -3.60)
H (-3.86, -1.16, 0.41)
H (-4.63, -1.55, 2.67)
H (-4.22, -1.38, 5.12)
H (-1.90, -0.79, 5.88)
H (-0.16, -0.43, 4.18)
C (0.74, -2.86, -1.01)
As (0.75, -1.40, 0.50)
C (0.57, -2.89, 1.85)
C (2.73, -1.38, 0.32)
C (3.66, -2.16, 1.00)
C (5.01, -2.09, 0.68)
C (5.43, -1.27, -0.36)
C (4.52, -0.47, -1.03)
C (3.17, -0.50, -0.67)
As (1.80, 0.77, -1.31)
C (2.98, 2.30, -1.91)
C (1.91, 0.02, -3.29)
H (1.61, -3.51, -0.81)
H (0.81, -2.47, -2.02)
H (-0.19, -3.44, -0.89)
H (1.20, -3.74, 1.56)
H (-0.48, -3.21, 1.87)
H (0.85, -2.50, 2.82)
H (3.33, -2.84, 1.78)
H (5.73, -2.69, 1.22)
H (6.48, -1.25, -0.64)
H (4.85, 0.17, -1.84)
H (3.37, 2.80, -1.02)
H (2.39, 3.02, -2.48)
H (3.82, 1.98, -2.54)
H (2.96, -0.21, -3.48)
H (1.58, 0.81, -3.98)
H (1.31, -0.88, -3.45)
O (3.55, 1.04, 3.64)
P (2.39, 1.31, 2.67)
O (1.39, 0.21, 2.65)
O (2.74, 1.41, 1.22)
O (1.73, 2.69, 3.09)
P (0.41, 2.99, 2.18)
O (-0.15, 4.31, 2.74)
O (0.91, 2.96, 0.78)
O (-0.45, 1.80, 2.33)
H (3.98, 1.73, 4.13)
H (0.43, 5.06, 2.83)
C (-0.65, 2.85, -2.33)
Si (-1.71, 2.23, -0.85)
C (-2.19, 3.66, 0.29)
C (-3.33, 1.45, -1.47)
O (-0.78, 1.13, -0.05)
H (-1.26, 3.42, -3.02)
H (-0.18, 2.04, -2.89)
H (0.14, 3.52, -1.97)
H (-2.82, 4.39, -0.22)
H (-1.32, 4.19, 0.67)
H (-2.75, 3.29, 1.15)
H (-3.96, 2.25, -1.84)
H (-3.87, 0.94, -0.68)
H (-3.20, 0.75, -2.29)


Entry 6:
The following is a quantum chemistry calculation of a cluster of 13 separate species, C24H64F6N13O26S6 in total in a non-equilibrium geometry, from the OMol25 dataset.

The value obtained for the molar mass is 1257.23 g mol⁻¹. Its strongest force on any atom is 9.9 eV/A. For the calculated total energy, the calculation gives -179806.1678 eV. As for the net charge: +3.

Element x y z (Å)
C (5.16, 4.19, -5.47)
C (3.79, 3.54, -5.31)
O (2.99, 3.54, -6.17)
N (3.46, 3.16, -3.88)
H (2.97, 2.25, -3.92)
H (4.32, 3.02, -3.33)
C (2.51, 4.14, -3.28)
H (5.87, 3.36, -5.55)
H (5.54, 4.81, -4.66)
H (5.26, 4.77, -6.39)
H (2.39, 3.85, -2.23)
H (1.50, 4.11, -3.69)
H (2.93, 5.14, -3.24)
C (-2.92, 4.44, 0.67)
C (-2.52, 3.10, 0.20)
O (-3.20, 2.11, 0.20)
N (-1.07, 3.01, -0.22)
H (-0.48, 3.62, 0.39)
H (-0.76, 2.07, 0.11)
C (-1.00, 3.22, -1.73)
H (-2.30, 5.23, 0.22)
H (-2.81, 4.60, 1.74)
H (-3.95, 4.70, 0.42)
H (0.05, 3.30, -1.97)
H (-1.56, 4.10, -2.02)
H (-1.47, 2.34, -2.17)
C (-2.58, -6.24, 2.19)
C (-2.37, -5.02, 1.33)
O (-1.82, -4.03, 1.69)
N (-2.96, -5.00, -0.06)
H (-2.30, -4.66, -0.77)
H (-3.22, -5.96, -0.30)
C (-4.12, -4.05, 0.01)
H (-2.29, -6.00, 3.21)
H (-1.97, -7.10, 1.92)
H (-3.62, -6.54, 2.30)
H (-4.52, -4.05, -1.01)
H (-3.83, -3.03, 0.25)
H (-4.88, -4.45, 0.67)
C (2.90, 0.69, 2.28)
C (2.18, 1.71, 3.12)
O (2.68, 2.35, 3.98)
N (0.76, 2.01, 2.66)
H (0.82, 3.01, 2.31)
H (0.48, 1.44, 1.84)
C (-0.21, 1.82, 3.77)
H (2.56, 0.63, 1.24)
H (2.65, -0.31, 2.66)
H (3.97, 0.84, 2.40)
H (0.00, 2.57, 4.53)
H (-0.10, 0.86, 4.27)
H (-1.19, 1.88, 3.29)
C (1.75, -4.96, 2.36)
C (3.01, -4.61, 1.68)
O (3.98, -4.20, 2.22)
N (3.04, -4.63, 0.17)
H (3.72, -5.30, -0.19)
H (2.20, -5.01, -0.29)
C (3.37, -3.22, -0.33)
H (1.45, -6.00, 2.29)
H (0.92, -4.38, 1.96)
H (1.75, -4.79, 3.44)
H (3.04, -3.06, -1.36)
H (4.41, -2.99, -0.09)
H (2.68, -2.59, 0.21)
C (2.84, -2.57, 6.37)
C (1.80, -2.43, 5.28)
O (2.00, -2.33, 4.12)
N (0.37, -2.58, 5.88)
H (0.38, -3.33, 6.58)
H (0.12, -1.83, 6.53)
C (-0.68, -2.90, 4.85)
H (2.42, -2.08, 7.25)
H (3.84, -2.21, 6.16)
H (2.96, -3.59, 6.75)
H (-0.23, -3.52, 4.08)
H (-1.02, -1.93, 4.49)
H (-1.53, -3.39, 5.32)
C (-6.18, 1.97, -0.25)
C (-5.83, 0.52, -0.03)
O (-5.37, -0.24, -0.81)
N (-6.23, -0.05, 1.34)
H (-7.11, 0.43, 1.54)
H (-6.55, -1.00, 1.16)
C (-5.11, 0.16, 2.32)
H (-6.18, 2.43, 0.74)
H (-7.19, 2.03, -0.68)
H (-5.58, 2.53, -0.96)
H (-5.54, 0.37, 3.31)
H (-4.34, 0.89, 2.09)
H (-4.60, -0.76, 2.61)
C (-3.54, 0.47, -3.34)
C (-3.45, -0.98, -3.60)
O (-4.38, -1.72, -3.69)
N (-2.11, -1.51, -3.93)
H (-1.35, -0.88, -3.67)
H (-2.01, -2.38, -3.38)
C (-1.97, -1.89, -5.42)
H (-3.13, 0.62, -2.33)
H (-4.56, 0.85, -3.28)
H (-3.08, 1.02, -4.16)
H (-1.09, -2.53, -5.44)
H (-1.84, -0.96, -5.96)
H (-2.89, -2.36, -5.74)
N (5.52, 2.15, -2.18)
S (4.95, 0.78, -1.64)
O (5.71, 0.08, -0.64)
O (4.10, 0.10, -2.57)
F (3.87, 1.52, -0.68)
S (6.62, 1.33, -3.15)
O (6.22, 1.11, -4.52)
O (7.58, 0.39, -2.62)
F (7.51, 2.66, -3.37)
N (0.68, 4.42, 1.38)
S (1.98, 4.99, 0.84)
O (3.18, 4.83, 1.60)
O (1.83, 6.06, -0.13)
F (2.14, 3.80, -0.24)
S (0.21, 5.89, 2.08)
O (-0.67, 6.74, 1.33)
O (1.17, 6.56, 2.92)
F (-0.80, 5.23, 3.16)
N (-0.08, 0.47, 0.44)
S (-0.62, -0.92, 0.70)
O (0.22, -1.92, 1.32)
O (-1.75, -1.38, -0.06)
F (-1.43, -0.36, 2.05)
S (0.64, -0.06, -1.03)
O (-0.26, -0.22, -2.13)
O (1.89, -0.77, -0.99)
F (1.25, 1.38, -1.32)
N (-0.32, -3.77, -1.97)
O (-1.51, -4.01, -2.31)
O (0.12, -4.23, -0.88)
O (0.44, -3.10, -2.68)
N (0.12, 1.14, -3.88)
O (-0.53, 2.05, -3.28)
O (1.37, 1.19, -3.80)
O (-0.44, 0.20, -4.45)